Density functional theory data (ωB97M-V/def2-TZVPD) for one molecule with the formula C5H9NO.

The HOMO energy is -7.033 eV. The LUMO energy is 0.72 eV. For the orbital gap, the calculation gives 7.76 eV. The calculation puts the calculated total energy at -325.7288 hartree. Its multiplicity is 1.

CARTESIAN COORDINATES (ANGSTROEM)
N: 2.1098 0.8931 0.4432
C: 1.1458 0.2375 -0.0212
C: 0.9665 -1.2476 -0.1333
C: -0.5028 -1.4495 0.2590
C: -1.2722 -0.3199 -0.3735
C: -0.8779 1.9817 0.0884
O: -0.0899 0.7538 -0.4806
H: 1.9188 1.8994 0.4426
H: 1.1244 -1.5583 -1.1731
H: 1.6740 -1.7758 0.5053
H: -0.6049 -1.3956 1.3471
H: -0.9082 -2.4035 -0.0717
H: -1.4880 -0.4062 -1.4334
H: -2.2042 -0.0457 0.1675
H: -0.3700 2.1464 1.0457
H: -0.5563 2.7702 -0.5820